Entry 1
{"formula": "C21H30Cl2N7O3S2Tl", "method": "ωB97M-V with the def2-TZVPD basis set", "elements": ["Tl", "N", "C", "C", "N", "C", "C", "N", "H", "H", "H", "H", "H", "H", "H", "H", "H", "H", "H", "H", "H", "C", "C", "N", "N", "C", "S", "N", "N", "H", "H", "H", "H", "H", "H", "Cl", "C", "C", "C", "Cl", "C", "O", "C", "C", "O", "C", "H", "H", "H", "C", "S", "O", "C", "C", "C", "C", "C", "C", "H", "H", "H", "H", "H", "H", "H", "H"], "xyz": [[0.163, -0.057, -0.284], [1.564, -2.094, -0.522], [2.919, -2.002, 0.020], [3.375, -0.557, -0.056], [2.433, 0.348, 0.621], [2.446, 0.322, 2.082], [1.403, -0.632, 2.646], [0.076, -0.252, 2.159], [1.563, -2.033, -1.540], [1.080, -2.939, -0.248], [2.925, -2.362, 1.046], [3.633, -2.610, -0.533], [4.379, -0.482, 0.369], [3.423, -0.248, -1.102], [2.573, 1.286, 0.266], [3.430, 0.037, 2.465], [2.229, 1.327, 2.446], [1.592, -1.655, 2.332], [1.469, -0.605, 3.733], [-0.571, -1.038, 2.144], [-0.335, 0.496, 2.702], [-1.188, 5.040, 2.831], [-1.908, 4.080, 1.955], [-3.189, 3.958, 1.843], [-3.351, 2.955, 0.932], [-2.217, 2.441, 0.472], [-2.090, 1.202, -0.705], [-1.280, 3.161, 1.119], [0.088, 2.925, 1.021], [-1.924, 5.634, 3.367], [-0.560, 5.712, 2.243], [-0.563, 4.524, 3.564], [-4.281, 2.693, 0.646], [0.427, 3.162, 0.092], [0.552, 3.491, 1.721], [-0.653, 1.821, -7.585], [-0.325, 1.170, -6.019], [-0.493, -0.203, -5.796], [-0.255, -0.743, -4.559], [-0.465, -2.448, -4.305], [0.244, 0.026, -3.489], [0.606, -0.573, -2.371], [0.378, 1.421, -3.732], [0.759, 2.352, -2.722], [1.078, 2.123, -1.534], [0.081, 1.970, -5.001], [-0.824, -0.839, -6.608], [0.740, 3.403, -3.045], [0.187, 3.039, -5.164], [-2.997, -2.322, -1.834], [-1.589, -2.907, -0.925], [-1.346, -1.834, 0.167], [-2.317, -4.268, -0.086], [-3.264, -4.060, 0.911], [-3.837, -5.164, 1.517], [-3.463, -6.449, 1.126], [-2.502, -6.639, 0.143], [-1.913, -5.540, -0.469], [-3.849, -2.232, -1.161], [-3.197, -3.042, -2.631], [-2.729, -1.357, -2.268], [-3.540, -3.054, 1.211], [-4.579, -5.026, 2.294], [-3.927, -7.308, 1.595], [-2.207, -7.640, -0.145], [-1.162, -5.673, -1.241]], "total_charge": 2, "homo_lumo_gap_ev": 6.926}

***

Entry 2
{"formula": "C21H30Cl2N7O3S2Tl", "method": "ωB97M-V with the def2-TZVPD basis set", "elements": ["Tl", "N", "C", "C", "N", "C", "C", "N", "H", "H", "H", "H", "H", "H", "H", "H", "H", "H", "H", "H", "H", "C", "C", "N", "N", "C", "S", "N", "N", "H", "H", "H", "H", "H", "H", "Cl", "C", "C", "C", "Cl", "C", "O", "C", "C", "O", "C", "H", "H", "H", "C", "S", "O", "C", "C", "C", "C", "C", "C", "H", "H", "H", "H", "H", "H", "H", "H"], "xyz": [[-0.313, -0.093, 0.037], [-2.479, -1.166, -1.026], [-3.546, -0.160, -1.150], [-3.677, 0.624, 0.147], [-2.475, 1.403, 0.432], [-2.378, 2.744, -0.136], [-1.571, 2.771, -1.429], [-0.260, 2.174, -1.200], [-2.763, -1.908, -0.394], [-2.268, -1.589, -1.923], [-3.281, 0.508, -1.969], [-4.511, -0.610, -1.391], [-4.564, 1.261, 0.082], [-3.832, -0.074, 0.972], [-2.263, 1.414, 1.419], [-3.368, 3.166, -0.330], [-1.876, 3.383, 0.592], [-2.068, 2.209, -2.219], [-1.510, 3.812, -1.755], [0.218, 1.904, -2.050], [0.335, 2.767, -0.635], [2.159, -4.474, 3.443], [1.217, -3.363, 3.718], [0.898, -2.903, 4.882], [0.007, -1.895, 4.612], [-0.242, -1.720, 3.320], [-1.294, -0.589, 2.630], [0.540, -2.663, 2.727], [0.570, -2.885, 1.357], [2.548, -4.838, 4.390], [2.994, -4.139, 2.826], [1.657, -5.295, 2.930], [-0.409, -1.379, 5.371], [1.511, -2.784, 0.991], [0.187, -3.798, 1.144], [2.672, -3.450, -6.624], [2.129, -2.521, -5.319], [1.205, -1.491, -5.541], [0.794, -0.730, -4.485], [-0.338, 0.530, -4.710], [1.330, -0.921, -3.133], [1.086, -0.099, -2.240], [2.202, -2.077, -2.946], [2.644, -2.540, -1.603], [2.336, -2.041, -0.548], [2.598, -2.817, -4.016], [0.832, -1.305, -6.539], [3.287, -3.439, -1.628], [3.276, -3.652, -3.878], [2.733, 1.740, 3.206], [2.222, 2.121, 1.538], [0.744, 1.734, 1.488], [2.271, 3.881, 1.620], [1.308, 4.576, 2.343], [1.425, 5.950, 2.451], [2.494, 6.609, 1.847], [3.442, 5.903, 1.121], [3.331, 4.524, 0.996], [2.127, 2.321, 3.899], [3.791, 1.982, 3.312], [2.572, 0.671, 3.350], [0.478, 4.049, 2.798], [0.689, 6.511, 3.012], [2.580, 7.684, 1.939], [4.267, 6.423, 0.650], [4.054, 3.959, 0.419]], "total_charge": 2, "homo_lumo_gap_ev": [6.564, 5.031]}

***

Stability ranking, top entry: entry 1; the second entry is 1.286 eV less favorable.